# 1
Formula: C4H12N2O
Source: the OMol25 dataset
Level of theory: ωB97M-V/def2-TZVPD

Computed properties:
* total charge: 0
* calculated total energy: -9369.15578 eV
* HOMO energy: -8.2630 eV
* relative energy (zero: lowest compared OMol25 entry of this formula, charge and spin): 47.0 kcal per mole
* maximum force: 0.0094 hartree/bohr
* structure (SMILES): N/C=C/N.CCO
* LUMO level: 0.91 eV
* HOMO-LUMO gap: 9.178 eV

Structure (XYZ):
```
19
Properties=species:S:1:pos:R:3:forces:R:3
N -0.174573 1.219907 -2.443302 -0.1 0.1 0.0
C -0.856471 1.121583 -1.198443 0.1 0.2 0.2
C -2.137933 0.804656 -1.133071 -0.1 -0.5 -0.2
N -2.794059 0.580211 0.119678 0.0 0.0 -0.3
H 0.222722 0.335316 -2.727510 0.1 0.0 -0.1
H 0.559671 1.910355 -2.384084 0.1 -0.1 -0.1
H -0.300742 1.301505 -0.282367 0.0 0.1 0.0
H -2.667270 0.589914 -2.065529 -0.1 0.2 0.2
H -2.648182 -0.379007 0.409454 0.0 0.0 0.1
H -3.790924 0.711910 0.014198 0.0 0.0 0.1
C 1.927369 -1.447791 0.507956 0.1 -0.3 -0.3
C 1.639874 -0.836614 1.854787 0.0 0.2 0.1
O 0.991542 0.413133 1.635884 -0.2 0.1 0.1
H 2.537233 -0.772641 -0.091927 0.0 0.1 0.0
H 2.482647 -2.386435 0.592409 -0.1 0.1 0.1
H 1.010811 -1.640615 -0.051453 0.0 0.0 0.1
H 2.575074 -0.663873 2.394758 0.0 -0.1 0.1
H 1.008556 -1.481277 2.469133 0.0 -0.1 0.0
H 0.414653 0.619764 2.379427 0.1 0.0 -0.1
```
Forces are in eV/Å.

These are the natural (NBO) partial charges, in e, on atoms 1 to 5: -0.85 -0.06 -0.07 -0.84 0.37

---

# 2
Formula: C33H58F11IN3O17PS4
Source: the OMol25 dataset
Level of theory: ωB97M-V/def2-TZVPD

Computed properties:
* total charge: 0
* calculated total energy: -165052.44913 eV
* HOMO energy: -9.1171 eV
* maximum force: 0.1167 hartree/bohr
* structure (SMILES): CC(=O)OCCCCC[C@]1(C(=O)NC(=O)F)[C@](I)([C@@H](C)F)NC(=O)[C@@]1(CCC(F)(F)C(F)(F)C(F)(F)C(F)(F)F)[PH2]=N.CCOS(C)(=O)=O.CCOS(C)(=O)=O.CCOS(C)(=O)=O.CCOS(C)(=O)=O
* LUMO level: -0.74 eV
* HOMO-LUMO gap: 8.375 eV

Structure (XYZ):
```
128
Properties=species:S:1:pos:R:3:forces:R:3
C -1.141299 7.403098 1.280580 0.4 -0.9 0.5
C -1.542710 6.795347 2.733321 -0.6 1.9 2.2
O -1.648663 7.473537 3.780373 0.3 -2.6 -4.2
O -1.737734 5.351993 2.805885 2.0 2.3 -0.2
C -0.367899 4.824588 2.801493 1.3 -0.8 -0.2
C -0.014913 3.990046 4.138074 -1.5 -0.6 -0.7
C 0.034498 2.420428 3.720052 0.4 0.2 0.3
C 1.555104 1.922175 3.385384 -1.7 0.7 0.6
C 1.451920 0.452624 2.758886 1.2 1.0 -0.8
C 2.767511 -0.487353 3.024890 0.2 -1.3 -1.5
C 2.414251 -1.698249 1.989806 -3.9 -3.4 0.9
O 1.469745 -2.509339 2.244835 4.2 3.6 -0.6
N 3.102642 -1.893371 0.688987 -0.1 2.1 -1.0
C 2.437793 -1.198343 -0.414119 -4.0 0.2 -0.5
O 1.195325 -1.000964 -0.445821 6.0 -0.3 -0.1
F 3.254888 -0.765438 -1.519096 -1.6 -1.4 3.1
C 2.996765 -1.061343 4.521042 0.1 -0.3 0.6
I 3.724488 -3.159900 4.723252 -0.3 -0.1 -0.6
C 1.749258 -1.102943 5.558522 0.3 -0.3 1.2
C 1.496764 0.262710 6.362871 -1.0 -0.5 0.6
F 0.536648 -1.655078 4.957798 2.2 1.4 0.8
N 4.184545 -0.327310 5.111946 -1.0 0.6 -1.6
C 4.557269 0.753163 4.166146 0.3 2.2 1.4
O 4.995215 1.848988 4.588084 -1.3 -4.1 -2.1
C 4.218308 0.197259 2.699392 -0.4 1.6 0.8
C 4.288187 1.210153 1.429798 -1.0 -0.1 -0.4
C 5.453463 2.307791 1.529762 -0.4 -0.1 0.3
C 6.275146 2.575126 0.188647 1.6 -0.6 0.7
F 6.211383 1.550386 -0.793357 -0.2 2.4 1.9
F 7.670866 2.660486 0.580076 -2.9 0.0 -1.0
C 5.955308 3.981941 -0.537370 2.2 0.9 -0.1
F 7.136423 4.291406 -1.316668 -2.9 -0.6 1.4
F 5.832946 5.075243 0.386577 0.0 -3.0 -2.1
C 4.712823 3.941929 -1.553494 -1.9 1.7 0.5
F 3.729493 2.959988 -1.229285 2.6 2.0 -0.6
F 4.040269 5.215000 -1.415152 1.5 -3.0 -0.5
C 5.104794 3.826778 -3.108052 -1.1 -0.2 -3.0
F 3.860883 3.649463 -3.814450 3.1 0.4 1.8
F 5.893191 2.701497 -3.434397 -1.8 3.3 1.1
F 5.649133 5.039694 -3.644940 -1.1 -3.6 1.8
P 5.708593 -1.010840 2.430007 0.7 -1.0 -2.9
N 6.588603 -0.656589 1.144835 -0.6 -0.7 0.9
H 0.012114 7.318758 1.223830 -1.8 0.3 0.1
H -1.432423 8.511219 1.180167 0.3 -1.9 0.4
H -1.559040 6.738611 0.435157 0.5 1.2 1.5
H -0.300834 4.139559 1.871881 0.1 1.0 1.5
H 0.434010 5.639255 2.673149 -1.4 -1.0 0.1
H 0.928708 4.339502 4.679478 -1.2 -0.5 -1.0
H -0.908821 4.149413 4.859410 1.5 -0.2 -1.2
H -0.613957 2.210698 2.782568 1.0 0.5 1.5
H -0.446573 1.835607 4.575802 0.9 0.5 -1.2
H 1.973371 2.725726 2.675465 -0.4 -1.5 0.9
H 2.143913 2.007440 4.359762 -0.7 -0.3 -1.4
H 1.435115 0.588187 1.605728 -0.1 -0.3 1.9
H 0.473520 -0.073022 3.021162 1.6 0.5 0.0
H 3.293874 -2.884766 0.481793 -0.3 0.4 0.1
H 2.048089 -1.888013 6.355062 -0.6 1.4 -1.5
H 0.445638 0.649939 6.102587 1.8 -0.4 0.2
H 2.319452 1.045637 6.262252 -1.2 -1.2 -0.2
H 1.448616 -0.003042 7.490938 0.1 0.4 -1.9
H 4.974755 -0.974524 5.279315 -0.6 0.8 0.2
H 4.351764 0.525328 0.503334 0.4 1.2 1.4
H 3.298779 1.798407 1.287072 1.5 -1.2 0.6
H 6.199280 2.022548 2.346879 -0.9 0.4 -1.4
H 4.952866 3.288088 1.893787 1.1 -1.5 -0.8
H 5.154479 -2.333721 2.197231 0.2 0.9 1.1
H 6.505287 -0.999288 3.629223 -0.8 0.1 -0.2
H 6.590949 -1.453516 0.474630 -0.1 1.0 0.7
C 2.670025 -7.657482 2.179534 0.1 0.3 0.1
C 2.860137 -8.366241 0.851166 0.2 -0.5 1.0
O 2.478118 -7.540001 -0.248149 0.4 0.9 -0.7
S 3.468160 -6.342880 -0.692259 -0.6 -0.7 -0.6
C 2.675739 -5.953977 -2.228169 -0.1 -0.1 0.1
O 4.770989 -6.889886 -0.969293 -0.5 0.5 0.6
O 3.284696 -5.229287 0.204041 0.4 -0.1 -0.1
H 3.355538 -6.812399 2.276188 0.0 -0.1 0.0
H 2.857564 -8.339021 3.012065 0.0 0.0 -0.1
H 1.655077 -7.261098 2.264034 0.1 -0.1 0.0
H 3.890214 -8.714918 0.731660 0.0 0.1 -0.1
H 2.216169 -9.249016 0.822323 0.0 0.2 -0.3
H 2.772285 -6.802988 -2.903422 0.0 0.0 0.1
H 3.174130 -5.080069 -2.649433 0.1 -0.1 0.1
H 1.627335 -5.725207 -2.035514 0.1 -0.1 0.0
C -5.435655 4.530254 -3.157978 0.4 -0.2 0.0
C -5.857195 4.951908 -1.762714 -0.3 0.6 -1.0
O -5.314141 4.089155 -0.762246 0.8 -0.2 0.7
S -3.749070 4.236810 -0.383779 -0.7 -0.6 0.3
C -3.775844 3.226723 1.071746 -0.2 -0.1 0.0
O -3.484451 5.594410 0.013861 0.0 -0.3 -0.6
O -2.962767 3.563767 -1.383531 -0.1 0.7 0.4
H -4.360028 4.660084 -3.299693 -0.1 0.1 0.0
H -5.948514 5.127703 -3.914951 -0.1 0.0 0.1
H -5.658107 3.474456 -3.325973 0.0 0.4 0.1
H -5.584510 5.992624 -1.563296 0.1 -0.1 0.2
H -6.945452 4.883563 -1.682965 0.2 -0.2 0.3
H -4.400071 3.705195 1.825272 0.1 0.0 -0.1
H -2.751328 3.136816 1.433729 -0.1 0.2 -0.1
H -4.164047 2.242733 0.809501 0.0 0.1 0.0
C -4.244965 -7.867812 -2.669338 0.2 -0.1 0.3
C -3.888823 -7.044862 -3.893592 -0.5 -1.0 -0.1
O -3.272593 -5.807637 -3.538031 0.9 0.5 0.2
S -1.731861 -5.827782 -3.045655 -0.5 0.6 -0.2
C -1.452677 -4.078817 -3.109487 -0.2 0.0 -0.1
O -0.924549 -6.460308 -4.058032 -0.3 -0.1 0.7
O -1.687519 -6.240131 -1.667591 0.2 -0.1 -0.7
H -3.346900 -8.199473 -2.143480 -0.1 0.0 -0.1
H -4.815606 -8.755045 -2.952074 0.0 0.1 -0.1
H -4.832247 -7.275411 -1.963234 0.0 0.0 -0.1
H -3.250816 -7.610179 -4.579306 0.1 0.2 0.1
H -4.805009 -6.797702 -4.436339 0.2 0.3 0.0
H -1.522140 -3.745217 -4.144103 0.0 -0.1 0.1
H -0.453298 -3.886026 -2.718050 -0.1 -0.1 0.0
H -2.196116 -3.581057 -2.487523 0.1 -0.1 0.0
C -8.776290 1.022661 -7.407540 0.3 -0.1 -0.1
C -9.196206 1.437363 -6.009529 -0.3 0.5 -0.9
O -8.653303 0.569372 -5.014949 0.8 -0.2 0.7
S -7.086862 0.714160 -4.637904 -0.5 -0.5 0.2
C -7.110822 -0.302873 -3.187151 -0.2 0.0 0.0
O -6.823428 2.075428 -4.243428 -0.2 -0.7 -0.7
O -6.301190 0.047723 -5.641908 -0.2 0.6 0.4
H -7.701085 1.151870 -7.549864 -0.1 0.0 0.0
H -9.289506 1.624821 -8.160347 -0.1 0.0 0.1
H -9.000331 -0.032862 -7.580907 -0.1 0.1 0.0
H -8.922123 2.476644 -5.805288 0.1 -0.1 0.1
H -10.284317 1.369662 -5.928918 0.2 -0.2 0.3
H -7.734719 0.171453 -2.430606 0.0 0.0 -0.1
H -6.085545 -0.393527 -2.827053 0.0 0.1 -0.1
H -7.498305 -1.285974 -3.453307 0.0 0.1 0.0
```
Forces are in eV/Å.

These are the Mulliken partial charges, in e, on atoms 1 to 5: -0.69 0.70 -0.58 -0.26 -0.38

---

# 3
Formula: C17H20N4O7S
Source: the OMol25 dataset
Level of theory: ωB97M-V/def2-TZVPD

Computed properties:
* total charge: 0
* calculated total energy: -49082.43376 eV
* HOMO energy: -8.6566 eV
* relative energy (zero: lowest compared OMol25 entry of this formula, charge and spin): 20.1 kcal per mole
* maximum force: 0.0248 hartree/bohr
* structure (SMILES): COC(=O)CCC(=O)Nc1ccc(S(=O)(=O)Nc2cc(OC)nc(OC)n2)cc1
* LUMO level: 0.48 eV
* HOMO-LUMO gap: 9.141 eV

Structure (XYZ):
```
49
Properties=species:S:1:pos:R:3:forces:R:3
C 2.299022 -2.485656 3.077101 -0.3 -0.2 0.3
O 2.985227 -2.201543 1.859695 0.3 0.1 -0.1
C 2.615645 -2.900151 0.789623 0.2 0.1 -0.2
O 1.758963 -3.750207 0.813408 0.0 -0.2 0.2
C 3.411015 -2.499010 -0.432293 -0.1 -0.1 -0.1
C 2.745347 -2.928849 -1.744790 0.0 0.2 0.1
C 1.501714 -2.084263 -2.006864 0.3 -0.5 0.0
O 1.521785 -1.095053 -2.702820 0.0 0.3 -0.1
N 0.405233 -2.555941 -1.349605 -0.2 -0.4 0.2
C -0.806127 -1.894069 -1.156156 -0.3 0.3 0.0
C -1.291973 -0.944901 -2.054392 0.0 0.1 -0.1
C -2.465099 -0.272741 -1.766546 -0.1 -0.1 0.0
C -3.128886 -0.540053 -0.585702 -0.6 0.1 0.1
S -4.517372 0.458357 -0.109308 -0.2 0.4 -0.2
O -5.509725 0.524168 -1.143035 0.2 0.0 -0.2
O -4.952533 0.117180 1.207725 0.5 -0.1 0.1
N -3.883709 2.046678 -0.099735 -0.5 -0.7 -0.1
C -2.583351 2.378470 0.114107 1.2 0.2 0.3
C -2.099331 3.658090 -0.161084 0.0 0.1 0.0
C -0.737907 3.851560 0.037684 -0.3 -0.6 0.1
O -0.214682 5.054533 -0.210282 -0.4 -0.1 0.0
C 1.181767 5.189022 -0.015332 0.4 0.0 0.1
N 0.064995 2.872287 0.448131 0.3 0.3 0.0
C -0.504802 1.701994 0.696258 -0.6 0.5 -0.3
O 0.266798 0.693866 1.098998 -0.2 -0.2 0.1
C 1.657744 0.964711 1.143010 0.4 0.1 0.1
N -1.787570 1.412353 0.572024 0.2 0.0 0.4
C -2.688413 -1.513840 0.288904 -0.1 -0.1 0.0
C -1.532516 -2.204565 -0.004685 0.0 0.0 -0.1
H 2.863564 -1.995501 3.865623 0.0 0.0 -0.1
H 1.282496 -2.089600 3.031753 0.1 0.0 0.0
H 2.256683 -3.563062 3.244275 0.0 0.1 0.0
H 4.391980 -2.974275 -0.345359 0.0 0.1 0.1
H 3.566147 -1.419347 -0.411274 0.1 0.0 0.0
H 3.442820 -2.764006 -2.565975 -0.1 0.0 0.0
H 2.484988 -3.986647 -1.697590 0.0 0.0 0.0
H 0.571075 -3.320951 -0.701954 0.1 0.2 -0.2
H -0.734081 -0.722465 -2.948683 0.0 0.0 0.0
H -2.857150 0.472987 -2.440268 0.0 0.1 -0.1
H -4.475638 2.731633 -0.541526 -0.2 -0.1 -0.1
H -2.726231 4.454910 -0.517848 -0.1 0.1 -0.1
H 1.420531 6.216699 -0.280014 0.0 -0.1 0.0
H 1.446076 4.992890 1.025755 0.0 0.0 -0.1
H 1.728517 4.492963 -0.654372 0.0 0.1 0.1
H 2.030845 1.202634 0.144258 0.0 0.0 0.1
H 2.131165 0.060579 1.518263 0.0 0.0 0.0
H 1.868562 1.805852 1.806107 0.0 -0.1 0.0
H -3.244525 -1.686064 1.195439 0.0 -0.1 0.2
H -1.159081 -2.961658 0.669349 0.0 -0.1 0.1
```
Forces are in eV/Å.

These are the natural (NBO) partial charges, in e, on atoms 1 to 5: -0.27 -0.50 0.82 -0.63 -0.50